[1]
{
  "formula": "C30H57BN5O4S2",
  "method": "ωB97M-V/def2-TZVPD",
  "lumo_energy_ev": -3.2,
  "gap_ev": 7.7,
  "homo_ev": -10.838,
  "total_energy_ha": -2573.05624,
  "max_force_ev_per_a": 1.41,
  "de_lowest_kj_mol": 0.00,
  "charge": 1,
  "species": ["C", "C", "O", "C", "C", "N", "S", "C", "C", "C", "N", "N", "N", "C", "C", "C", "B", "O", "O", "N", "C", "S", "C", "C", "C", "C", "C", "C", "C", "C", "C", "C", "C", "C", "O", "C", "H", "H", "H", "H", "H", "H", "H", "H", "H", "H", "H", "H", "H", "H", "H", "H", "H", "H", "H", "H", "H", "H", "H", "H", "H", "H", "H", "H", "H", "H", "H", "H", "H", "H", "H", "H", "H", "H", "H", "H", "H", "H", "H", "H", "H", "H", "H", "H", "H", "H", "H", "C", "C", "C", "C", "C", "C", "H", "H", "H", "H", "H", "H"],
  "xyz": [[3.632, 4.540, 2.562], [2.785, 3.805, 1.518], [3.556, 2.938, 0.690], [3.854, 1.688, 1.278], [2.657, 0.755, 1.069], [2.957, -0.709, 0.922], [4.150, -1.120, 2.247], [3.402, -1.219, -0.436], [4.700, -0.694, -1.027], [4.595, 0.449, -2.083], [5.767, 1.304, -2.102], [3.394, 1.271, -1.849], [4.532, -0.200, -3.393], [3.433, -2.725, -0.138], [2.173, -3.025, 0.737], [1.207, -3.783, -0.211], [-0.095, -4.495, 0.381], [-0.028, -5.330, 1.464], [-1.312, -4.320, -0.221], [2.578, -3.950, 1.798], [2.191, -3.879, 2.937], [1.711, -3.767, 4.415], [1.748, -1.609, 1.237], [0.417, -1.049, 0.715], [-0.726, -1.473, 1.648], [-2.124, -1.141, 1.102], [-3.234, -2.117, 1.536], [-4.531, -1.411, 1.967], [-5.361, -2.188, 3.001], [-5.985, -1.318, 4.096], [-6.799, -0.112, 3.632], [-7.992, -0.458, 2.725], [-7.717, -0.365, 1.214], [-8.880, 0.183, 0.376], [-8.505, 1.390, -0.280], [-9.351, 2.490, -0.020], [4.665, 4.194, 2.531], [3.269, 4.341, 3.572], [3.597, 5.617, 2.421], [1.965, 3.266, 2.003], [2.319, 4.518, 0.839], [4.075, 1.825, 2.337], [4.739, 1.325, 0.760], [2.150, 1.078, 0.166], [1.957, 0.841, 1.901], [5.199, -1.403, 1.470], [2.543, -1.111, -1.100], [5.139, -1.536, -1.565], [5.410, -0.420, -0.248], [6.481, 0.935, -2.714], [6.142, 1.480, -1.182], [3.658, 2.182, -1.490], [2.908, 1.421, -2.723], [3.627, -0.663, -3.448], [4.474, 0.540, -4.091], [4.364, -3.088, 0.290], [3.350, -3.215, -1.109], [1.827, -4.578, -0.636], [0.934, -3.140, -1.050], [-0.713, -5.196, 2.126], [-1.268, -3.817, -1.039], [1.644, -1.509, 2.321], [0.444, 0.040, 0.742], [0.211, -1.306, -0.323], [-0.647, -2.526, 1.927], [-0.590, -0.907, 2.576], [-2.377, -0.125, 1.412], [-2.068, -1.112, 0.010], [-3.473, -2.736, 0.674], [-2.884, -2.770, 2.338], [-5.123, -1.206, 1.075], [-4.277, -0.434, 2.394], [-6.118, -2.808, 2.516], [-4.675, -2.881, 3.499], [-6.641, -1.950, 4.700], [-5.172, -0.984, 4.748], [-7.194, 0.364, 4.534], [-6.156, 0.641, 3.167], [-8.805, 0.231, 2.966], [-8.317, -1.470, 2.973], [-6.851, 0.273, 1.025], [-7.451, -1.355, 0.835], [-9.140, -0.531, -0.408], [-9.753, 0.359, 1.009], [-10.406, 2.210, -0.105], [-9.164, 2.908, 0.974], [-9.147, 3.243, -0.779], [5.855, 4.007, -7.423], [4.503, 4.213, -7.663], [3.559, 3.746, -6.760], [3.971, 3.078, -5.616], [5.323, 2.872, -5.373], [6.265, 3.336, -6.280], [6.590, 4.371, -8.128], [4.186, 4.738, -8.553], [2.505, 3.904, -6.947], [3.231, 2.720, -4.909], [5.628, 2.343, -4.479], [7.320, 3.178, -6.095]]
}


[2]
{
  "formula": "C30H57BN5O8P",
  "method": "ωB97M-V/def2-TZVPD",
  "smiles": "CCOCCOCCOCN1C(=O)c2c(B(O)CC)cc(N)c(OC[C@H](C)CC(C)C)c2C1=O.CN(C)P(=O)(N(C)C)N(C)C",
  "lumo_energy_ev": -1.1,
  "gap_ev": 6.8,
  "homo_ev": -7.905,
  "total_energy_ha": -2418.80794,
  "max_force_ev_per_a": 7.58,
  "species": ["C", "C", "O", "C", "C", "O", "C", "C", "O", "C", "N", "C", "O", "C", "C", "B", "O", "C", "C", "C", "C", "N", "C", "O", "C", "C", "C", "C", "C", "C", "C", "C", "C", "O", "H", "H", "H", "H", "H", "H", "H", "H", "H", "H", "H", "H", "H", "H", "H", "H", "H", "H", "H", "H", "H", "H", "H", "H", "H", "H", "H", "H", "H", "H", "H", "H", "H", "H", "H", "H", "H", "H", "H", "O", "P", "N", "C", "C", "N", "C", "C", "N", "C", "C", "H", "H", "H", "H", "H", "H", "H", "H", "H", "H", "H", "H", "H", "H", "H", "H", "H", "H"],
  "xyz": [[9.977, -3.648, 0.908], [9.528, -2.436, 1.866], [9.009, -1.362, 0.997], [7.576, -1.613, 0.926], [6.950, -1.101, -0.481], [7.186, 0.308, -0.722], [7.249, 0.618, -2.134], [6.150, 1.718, -2.603], [4.994, 1.121, -3.256], [4.284, 0.243, -2.346], [2.947, -0.079, -2.922], [3.060, -1.333, -3.681], [3.975, -1.543, -4.503], [1.792, -2.177, -3.226], [1.301, -3.609, -3.572], [2.146, -4.570, -4.566], [3.513, -4.396, -4.973], [1.361, -5.908, -5.129], [1.541, -7.123, -4.054], [-0.063, -4.059, -2.929], [-0.894, -3.153, -1.971], [-2.164, -3.678, -1.466], [-0.402, -1.721, -1.589], [-1.082, -0.808, -0.749], [-1.460, -1.401, 0.526], [-1.566, -0.353, 1.732], [-2.582, 0.848, 1.352], [-0.158, 0.220, 2.254], [0.418, -0.775, 3.376], [1.676, 0.007, 4.079], [1.007, -2.159, 2.813], [0.956, -1.274, -2.234], [1.771, 0.083, -2.072], [1.462, 1.088, -1.373], [11.090, -3.526, 0.662], [9.379, -3.661, -0.065], [9.814, -4.662, 1.438], [8.758, -2.774, 2.643], [10.423, -1.996, 2.428], [7.308, -2.732, 1.008], [7.037, -1.025, 1.746], [7.382, -1.776, -1.310], [5.808, -1.277, -0.376], [7.117, -0.279, -2.829], [8.279, 1.084, -2.391], [6.653, 2.396, -3.375], [5.755, 2.348, -1.723], [4.877, -0.746, -2.248], [4.184, 0.667, -1.289], [4.067, -4.300, -4.165], [1.955, -6.230, -6.058], [0.271, -5.694, -5.390], [0.813, -7.958, -4.334], [1.363, -6.728, -2.991], [2.618, -7.530, -4.140], [-0.473, -5.100, -3.187], [-2.443, -4.553, -1.925], [-2.889, -2.952, -1.517], [-0.807, -2.324, 0.766], [-2.529, -1.831, 0.382], [-2.051, -0.908, 2.624], [-2.821, 0.874, 0.221], [-2.060, 1.839, 1.644], [-3.562, 0.825, 1.952], [-0.285, 1.256, 2.759], [0.520, 0.366, 1.346], [-0.430, -0.971, 4.129], [1.242, 0.635, 4.928], [2.447, -0.765, 4.410], [2.090, 0.699, 3.261], [1.528, -2.005, 1.799], [0.170, -2.938, 2.641], [1.734, -2.616, 3.577], [-6.408, 2.399, 0.673], [-7.278, 3.638, 0.967], [-5.980, 4.692, 0.599], [-5.533, 5.891, 1.273], [-5.627, 4.770, -0.818], [-7.375, 3.277, 2.649], [-6.276, 3.590, 3.553], [-7.846, 1.917, 2.931], [-8.325, 5.033, 1.275], [-8.896, 5.661, 0.090], [-8.549, 5.791, 2.487], [-6.091, 6.780, 0.953], [-4.475, 6.075, 1.065], [-5.592, 5.819, 2.357], [-6.274, 5.476, -1.351], [-5.724, 3.797, -1.308], [-4.585, 5.078, -0.957], [-5.297, 3.389, 3.105], [-6.337, 3.023, 4.486], [-6.327, 4.636, 3.864], [-7.035, 1.182, 2.841], [-8.637, 1.628, 2.235], [-8.261, 1.850, 3.940], [-8.324, 6.548, -0.206], [-9.939, 5.952, 0.249], [-8.896, 4.964, -0.754], [-7.698, 6.420, 2.754], [-8.797, 5.150, 3.336], [-9.407, 6.466, 2.381]]
}


[3]
{
  "formula": "C30H57Cl2N3O3P",
  "method": "ωB97M-V/def2-TZVPD",
  "lumo_energy_ev": 2.1,
  "gap_ev": 7.3,
  "homo_ev": -5.202,
  "total_energy_ha": -2828.81637,
  "max_force_ev_per_a": 5.99,
  "charge": -1,
  "species": ["C", "C", "C", "C", "C", "C", "C", "C", "C", "C", "C", "C", "C", "C", "C", "C", "C", "C", "C", "C", "C", "N", "O", "P", "Cl", "C", "C", "C", "C", "N", "C", "O", "C", "Cl", "H", "H", "H", "H", "H", "H", "H", "H", "H", "H", "H", "H", "H", "H", "H", "H", "H", "H", "H", "H", "H", "H", "H", "H", "H", "H", "H", "H", "H", "H", "H", "H", "H", "H", "H", "H", "H", "H", "H", "H", "H", "H", "H", "H", "H", "H", "H", "H", "H", "H", "C", "C", "O", "N", "C", "H", "H", "H", "H", "H", "H", "H"],
  "xyz": [[1.607, 3.210, 3.249], [2.773, 2.554, 2.350], [3.844, 3.685, 1.925], [3.718, 3.905, 0.323], [4.422, 2.683, -0.489], [3.325, 1.676, -1.154], [3.664, 0.118, -0.862], [2.335, -0.770, -1.042], [2.262, -2.031, -0.029], [2.349, -1.616, 1.520], [1.360, -2.460, 2.476], [-0.079, -1.756, 2.675], [-0.105, -0.733, 3.939], [-1.590, -0.294, 4.365], [-1.852, 1.310, 4.228], [-3.447, 1.582, 4.040], [-3.780, 2.314, 2.627], [-4.621, 1.359, 1.614], [-3.860, 1.079, 0.226], [-3.638, 2.552, -0.375], [-3.918, 2.673, -1.956], [-5.376, 2.885, -2.191], [-4.495, 0.292, -0.806], [-4.541, -1.354, -0.293], [-6.344, -1.664, -1.465], [-3.400, -2.066, -1.667], [-3.322, -3.631, -1.837], [-2.315, -4.033, -2.959], [-1.477, -3.067, -3.807], [-1.606, -1.665, -3.638], [-2.505, -1.254, -2.626], [-3.025, -1.204, 0.604], [-2.597, 0.189, 0.684], [-1.054, 0.684, -0.197], [0.836, 3.776, 2.604], [2.104, 3.987, 3.927], [1.089, 2.373, 3.839], [2.303, 2.108, 1.407], [3.325, 1.702, 2.895], [3.523, 4.678, 2.409], [4.920, 3.444, 2.230], [4.311, 4.850, 0.030], [2.628, 4.061, 0.027], [5.008, 3.174, -1.355], [5.166, 2.109, 0.163], [3.390, 1.869, -2.292], [2.266, 1.959, -0.792], [4.169, -0.014, 0.152], [4.441, -0.174, -1.665], [2.363, -1.171, -2.116], [1.398, -0.104, -0.973], [1.297, -2.597, -0.307], [3.155, -2.691, -0.286], [3.413, -1.840, 1.885], [2.123, -0.492, 1.578], [1.172, -3.468, 1.947], [1.874, -2.614, 3.494], [-0.244, -1.113, 1.732], [-0.945, -2.505, 2.708], [0.628, 0.130, 3.789], [0.321, -1.353, 4.821], [-2.311, -0.867, 3.669], [-1.746, -0.570, 5.462], [-1.409, 1.872, 5.120], [-1.251, 1.624, 3.294], [-3.708, 2.358, 4.858], [-4.071, 0.640, 4.191], [-2.769, 2.636, 2.200], [-4.439, 3.237, 2.847], [-4.822, 0.391, 2.199], [-5.649, 1.835, 1.402], [-4.426, 3.232, 0.129], [-2.624, 3.005, -0.076], [-3.381, 3.639, -2.293], [-3.466, 1.830, -2.576], [-5.871, 1.984, -2.245], [-5.476, 3.429, -3.057], [-4.597, -2.748, 0.142], [-5.416, -1.135, 0.823], [-3.909, -4.364, -1.202], [-2.155, -5.157, -3.141], [-0.741, -3.479, -4.587], [-2.577, -0.113, -2.484], [-2.258, 0.228, 1.785], [2.839, -2.495, -4.843], [3.892, -2.856, -3.830], [3.789, -2.551, -2.650], [4.986, -3.545, -4.260], [5.293, -3.995, -5.601], [2.033, -1.951, -4.349], [3.265, -1.852, -5.617], [2.420, -3.399, -5.290], [5.646, -3.750, -3.524], [5.403, -5.082, -5.581], [6.242, -3.547, -5.905], [4.518, -3.723, -6.315]]
}


[4]
{
  "formula": "C30H57KN7S3",
  "method": "ωB97M-V/def2-TZVPD",
  "lumo_energy_ev": -1.9,
  "gap_ev": 6.5,
  "homo_ev": -8.384,
  "total_energy_ha": -3354.93440,
  "max_force_ev_per_a": 0.40,
  "de_lowest_kj_mol": 4.31,
  "charge": 1,
  "species": ["K", "C", "C", "C", "C", "C", "C", "C", "C", "C", "C", "H", "H", "H", "H", "H", "H", "H", "H", "H", "H", "H", "H", "H", "H", "H", "C", "C", "S", "C", "C", "S", "C", "C", "S", "H", "H", "H", "H", "H", "H", "H", "H", "H", "H", "H", "H", "N", "C", "C", "C", "N", "C", "C", "N", "C", "H", "H", "H", "H", "H", "H", "H", "H", "H", "H", "H", "H", "H", "H", "H", "H", "C", "N", "C", "C", "N", "H", "H", "H", "H", "H", "H", "C", "C", "C", "C", "N", "N", "C", "H", "H", "H", "H", "H", "H", "H", "H"],
  "xyz": [[-0.608, 1.192, -0.773], [-2.775, 1.668, 1.087], [-2.448, 2.858, 0.408], [-2.833, 2.710, -0.945], [-3.418, 1.441, -1.101], [-3.372, 0.776, 0.152], [-4.213, -0.405, 0.552], [-4.104, 0.984, -2.357], [-2.613, 3.714, -2.038], [-1.810, 4.088, 0.982], [-2.716, 1.445, 2.571], [-5.248, -0.134, 0.788], [-3.840, -0.897, 1.461], [-4.287, -1.184, -0.220], [-4.742, 1.768, -2.772], [-4.777, 0.139, -2.169], [-3.427, 0.701, -3.174], [-2.635, 4.734, -1.651], [-3.384, 3.645, -2.807], [-1.650, 3.610, -2.563], [-2.334, 4.995, 0.675], [-0.761, 4.219, 0.679], [-1.819, 4.075, 2.073], [-3.672, 1.091, 2.969], [-2.489, 2.369, 3.104], [-1.962, 0.711, 2.872], [4.110, 3.413, 1.744], [2.879, 3.398, 0.846], [1.622, 2.148, 1.151], [0.994, 2.559, 2.784], [1.849, 2.175, 3.991], [2.442, 0.471, 3.915], [4.184, 0.572, 4.381], [5.037, 1.665, 3.739], [4.950, 1.820, 1.940], [3.849, 3.788, 2.731], [4.814, 4.133, 1.322], [3.178, 3.223, -0.190], [2.424, 4.393, 0.865], [0.023, 2.061, 2.839], [0.771, 3.629, 2.828], [1.245, 2.312, 4.890], [2.700, 2.842, 4.088], [4.575, -0.408, 4.100], [4.290, 0.648, 5.465], [6.075, 1.464, 4.010], [4.815, 2.640, 4.173], [-1.294, -1.857, 0.380], [-0.938, -3.281, 0.712], [0.523, -3.485, 0.321], [1.490, -2.684, 1.197], [1.369, -1.249, 0.893], [1.215, -2.965, 2.674], [-0.242, -2.843, 3.117], [-0.663, -1.435, 3.152], [-1.183, -3.593, 2.179], [-1.071, -1.703, -0.630], [-0.703, -1.238, 0.967], [-2.273, -1.606, 0.536], [-1.588, -3.898, 0.087], [0.661, -3.240, -0.731], [0.745, -4.551, 0.424], [2.503, -3.052, 0.984], [1.755, -1.033, -0.022], [1.867, -0.675, 1.568], [1.841, -2.326, 3.299], [1.537, -3.991, 2.879], [-0.315, -3.312, 4.107], [0.017, -0.882, 3.661], [-1.541, -1.348, 3.656], [-2.222, -3.389, 2.449], [-1.042, -4.671, 2.300], [4.640, 0.468, -3.361], [3.260, 0.378, -3.820], [2.995, 0.190, -5.241], [2.273, 0.408, -2.962], [1.401, 0.431, -2.199], [5.138, 1.304, -3.855], [5.175, -0.455, -3.592], [4.654, 0.629, -2.287], [3.419, 1.020, -5.808], [1.921, 0.161, -5.407], [3.438, -0.746, -5.585], [-4.276, -2.731, -4.262], [-2.876, -2.580, -3.780], [-1.683, -3.076, -4.257], [-0.690, -2.539, -3.416], [-1.236, -1.770, -2.479], [-2.569, -1.828, -2.707], [0.791, -2.719, -3.492], [-4.293, -3.316, -5.178], [-4.724, -1.760, -4.475], [-4.900, -3.238, -3.526], [-1.551, -3.731, -5.098], [-3.176, -1.173, -2.235], [1.163, -2.426, -4.475], [1.085, -3.758, -3.334], [1.279, -2.096, -2.746]]
}


Question: What is the formula in the third record?
Answer: C30H57Cl2N3O3P